The following is a DFT calculation (ωB97M-V with the def2-TZVPD basis set) of C9H4N3O9S6Ti as an isolated structure in a non-equilibrium geometry.

Properties
- spin multiplicity = 2
- charge = -2
- relative energy (zero: lowest compared OMol25 entry of this formula, charge and spin) (kJ/mol) = 239.56
- E_LUMO (alpha / beta) (eV) = 2.902 / 2.907
- E (Eh) = -4425.451705
- <S²> = 0.760

Cartesian coordinates (Å):
Ti: -0.80855 0.94992 0.55192
O: 0.69974 1.47123 -0.81516
S: 1.97914 1.39919 -0.05684
O: 2.96889 2.34166 -0.50481
O: 1.68645 1.35935 1.35898
C: 2.65355 -0.24109 -0.37153
C: 3.97053 -0.27828 -0.79767
C: 4.66224 -1.48117 -0.88613
C: 4.03713 -2.65738 -0.52389
C: 2.71154 -2.63295 -0.10477
C: 2.00717 -1.44189 -0.03137
S: 0.25126 -1.61687 0.35693
O: -0.44218 -1.01485 -0.77578
O: 0.04773 -3.01208 0.60668
O: -0.03399 -0.72259 1.51815
H: 4.44808 0.65916 -1.04584
H: 5.69052 -1.48610 -1.22686
H: 4.56814 -3.60035 -0.56948
H: 2.19544 -3.54414 0.16095
S: -4.14580 3.03143 0.93563
S: -5.62912 4.17419 1.34178
S: -3.66780 5.75370 -0.63912
S: -2.93138 4.01030 -0.34568
O: -2.23491 1.06453 -0.59542
N: -3.10535 0.18227 -1.20395
C: -3.51850 -0.81316 -0.35707
C: -4.34578 -1.79823 -0.94286
N: -5.02605 -2.60176 -1.42740
C: -3.24928 -0.91822 1.01976
N: -3.05519 -0.97540 2.16398
O: -1.52964 1.75506 2.04342
O: -0.85407 2.68454 1.16346



The following is a DFT calculation (ωB97M-V with the def2-TZVPD basis set) of a 20-piece molecular cluster, C9H51N2O20 overall in a non-equilibrium geometry.

Properties
- charge = -1
- E_LUMO (eV) = 1.935
- E (Eh) = -1987.760604

Cartesian coordinates (Å):
C: -1.78326 -0.31722 0.73564
O: -2.12330 -1.30540 1.69717
C: -1.90401 -0.83101 3.01067
C: -0.40959 -0.55690 3.26740
C: 0.49182 -1.71412 2.79839
N: 1.91915 -1.35095 2.68108
C: 2.06280 -0.41897 1.67530
C: 2.43368 0.93077 1.91059
C: 2.50278 1.75811 0.76971
C: 2.21548 1.25758 -0.48691
N: 1.89069 -0.01797 -0.77528
C: 1.83830 -0.78355 0.31689
H: -0.72705 -0.38308 0.46428
H: -2.33537 -0.51592 -0.17892
H: -2.00614 0.70556 1.04311
H: -2.43268 0.12952 3.10987
H: -2.31568 -1.52281 3.74683
H: -0.17639 0.38390 2.78165
H: -0.23112 -0.42025 4.33884
H: 0.42426 -2.49272 3.56504
H: 0.13820 -2.17463 1.86082
H: 2.62281 1.25781 2.92268
H: 2.75858 2.80465 0.86984
H: 2.25076 1.93910 -1.33145
H: 1.54845 -1.81658 0.15044
O: -1.11408 2.42581 2.88035
H: -0.34309 2.61484 2.32674
H: -1.27613 3.24857 3.35387
O: -0.90738 -3.51638 5.35352
H: -0.99211 -3.27739 6.28161
H: -0.55859 -4.41269 5.36421
O: -2.83139 -2.22616 -1.41861
H: -2.80669 -2.65086 -0.54977
H: -2.69724 -2.95154 -2.04346
O: 1.35599 -0.87962 -3.82683
H: 1.35927 -0.69703 -2.86300
H: 1.70167 -1.78026 -3.88286
O: 3.42206 -2.87244 -3.17925
H: 3.37968 -2.68305 -2.23074
H: 3.76468 -3.76957 -3.22735
O: 3.18942 3.94543 3.02982
H: 3.92812 3.43562 3.37855
H: 3.60956 4.61848 2.48839
O: -1.08590 -0.19235 -2.94536
H: -1.51910 -0.96596 -3.31272
H: -0.17255 -0.22630 -3.30160
O: -5.79743 -2.72447 -1.26443
H: -5.86206 -1.79193 -1.03610
H: -4.85010 -2.84547 -1.42172
O: -3.57556 2.67579 0.78394
H: -3.34661 3.15627 -0.01854
H: -2.92312 2.97969 1.42655
O: 5.64286 0.54547 1.98380
H: 5.98881 0.73150 1.10621
H: 4.78150 0.13579 1.80912
O: 2.98603 3.16737 -2.99848
H: 3.32237 4.04453 -3.20578
H: 2.82951 2.75717 -3.85563
O: -6.46530 3.16763 -0.48064
H: -5.71892 2.75101 -0.02960
H: -6.05209 3.82585 -1.04832
O: -5.42608 3.17854 -3.31010
H: -4.99400 3.36485 -4.14910
H: -6.21987 2.68887 -3.54627
O: 4.94910 5.71692 4.47627
H: 5.42841 6.54239 4.35360
H: 4.84779 5.63726 5.42973
O: -2.41244 5.28112 0.00010
H: -1.63124 5.47213 -0.52942
H: -2.59526 6.09836 0.47289
O: -1.04450 -3.66998 -3.40828
H: -0.81116 -3.20050 -4.21939
H: -0.44308 -3.30447 -2.74303
O: 1.56476 -3.67115 -0.99857
H: 1.68183 -4.18255 -0.19173
H: 1.56552 -4.33562 -1.69527
O: 3.42706 -5.85415 -1.36400
H: 3.54471 -6.36028 -0.55322
H: 3.42571 -6.51979 -2.06008
O: -1.04884 -2.40933 -6.50544
H: -0.59112 -2.21231 -7.32788
H: -1.81000 -2.93459 -6.77282



The following is a DFT calculation (ωB97M-V with the def2-TZVPD basis set) of C9H52NO18 as an isolated structure in a non-equilibrium geometry.

Properties
- charge = -1
- relative energy (zero: lowest compared OMol25 entry of this formula, charge and spin) (kJ/mol) = 468.72
- E_LUMO (eV) = 1.907
- E (Eh) = -1783.061023

Cartesian coordinates (Å):
C: -0.37355 -1.89249 -0.66132
C: -1.27710 -0.81329 -0.07220
C: -1.58747 -1.05040 1.42549
C: -0.35999 -0.82279 2.29211
C: 0.13077 0.62552 2.11728
C: 0.37947 1.01518 0.64918
N: -0.75047 0.53443 -0.21343
O: -0.49269 0.84699 -1.58336
C: 1.77671 0.53932 0.24801
C: 0.34590 2.55524 0.55152
C: -2.72407 -0.83240 -0.66190
H: -0.19541 -1.76968 -1.72753
H: -0.81100 -2.88100 -0.49755
H: 0.59561 -1.88583 -0.16121
H: -1.89832 -2.08408 1.59602
H: -2.34896 -0.40335 1.86297
H: 0.43645 -1.53136 2.04604
H: -0.55598 -0.98959 3.35437
H: 1.04957 0.78923 2.68669
H: -0.58652 1.35972 2.50042
H: 2.06953 0.89248 -0.74344
H: 2.11483 -0.48720 0.38169
H: 2.48820 1.13748 0.83543
H: -0.64615 3.00307 0.46891
H: 0.79964 2.84962 -0.39480
H: 0.73755 2.91770 1.50521
H: -3.22449 -1.78906 -0.81655
H: -2.85501 -0.27682 -1.59532
H: -3.34241 -0.22426 0.00089
O: 4.19339 3.10283 1.45110
H: 3.81974 3.83703 0.92597
H: 4.73370 3.52534 2.12763
O: 0.91500 -4.42801 -2.07661
H: 0.37948 -3.71529 -2.46442
H: 1.18202 -4.96400 -2.82894
O: 1.63412 -2.63055 2.75679
H: 1.72768 -2.58462 1.79101
H: 1.52770 -1.71231 3.03522
O: -4.75389 -4.61595 -1.11859
H: -4.51251 -3.76298 -1.49961
H: -4.86192 -5.19762 -1.87734
O: -2.31356 3.19011 -1.81363
H: -1.75292 2.40127 -1.62414
H: -1.78456 3.71973 -2.41655
O: 3.07830 5.22988 -0.04077
H: 3.67168 5.70162 -0.63557
H: 2.25120 5.14427 -0.53350
O: -5.40474 1.10708 2.72313
H: -5.05373 1.24895 1.83080
H: -6.11292 0.46533 2.61022
O: -2.16664 -2.49422 -3.89856
H: -2.26305 -1.58503 -3.55665
H: -1.20699 -2.56980 -3.84756
O: 2.15898 3.43006 4.44120
H: 1.23548 3.67728 4.55766
H: 2.28646 3.40412 3.48334
O: 5.20891 0.54545 1.78304
H: 4.65005 1.22542 1.36850
H: 5.97764 1.02501 2.10107
O: 2.04051 2.61947 -2.58091
H: 2.77290 2.32219 -2.03212
H: 1.25297 2.19084 -2.19177
O: 1.97854 -2.46247 -0.27676
H: 2.45960 -1.84079 -0.83211
H: 1.95375 -3.28475 -0.79623
O: 1.39795 -0.11653 -1.83091
H: 0.56279 0.39762 -1.88136
H: 1.40141 -0.46542 -0.93212
O: -0.56331 -4.44710 3.27075
H: -0.37298 -4.77351 4.15461
H: -0.01103 -3.64961 3.17988
O: -2.09924 0.28255 -3.92642
H: -1.51838 0.44268 -3.15195
H: -2.82929 0.90543 -3.84460
O: 0.53725 -1.99062 -3.78255
H: 1.21584 -1.96130 -4.46371
H: 0.92284 -1.54440 -3.00517
O: -3.19261 2.16823 1.02155
H: -2.68868 2.58004 0.31283
H: -2.55955 1.57465 1.44123



The following is a DFT calculation (ωB97M-V with the def2-TZVPD basis set) of C9H5CoF3NO4S3 as an isolated structure in a non-equilibrium geometry.

Properties
- spin multiplicity = 5
- charge = 0
- E_LUMO (alpha / beta) (eV) = -1.692 / -1.933
- E (Eh) = -3578.613560
- <S²> = 6.027

Cartesian coordinates (Å):
Co: 1.53041 -0.51821 -0.00055
O: 0.57233 2.72642 -2.47399
C: 0.68349 1.67793 -1.67785
O: 1.65829 0.95582 -1.66718
C: -0.46427 1.40337 -0.78464
C: -1.72991 1.95220 -0.87898
C: -2.68938 1.55776 0.03926
C: -2.36503 0.61402 1.00248
C: -1.08869 0.07615 1.00695
N: -0.15749 0.49290 0.14556
C: -0.55609 -1.00220 1.90673
O: -1.31426 -1.50368 2.86809
O: 0.58292 -1.38828 1.77332
H: 1.37213 2.78664 -3.01727
H: -1.94313 2.67424 -1.65434
H: -3.68566 1.97495 0.00203
H: -3.10563 0.31377 1.73153
H: -2.21554 -1.16457 2.84737
S: 0.01149 -4.87885 -0.63209
C: 0.04165 -3.22579 -0.87032
S: -1.56615 -2.70626 -0.78320
S: 1.40354 -2.31377 -1.34154
F: 3.97764 -0.97333 1.51527
C: 3.39901 -0.30110 0.48992
F: 4.33519 -0.26592 -0.49949
F: 3.31315 1.03581 0.95294



The following is a DFT calculation (ωB97M-V with the def2-TZVPD basis set) of C9H6 as an isolated structure in a non-equilibrium geometry.

Properties
- charge = 0
- relative energy (zero: lowest compared OMol25 entry of this formula, charge and spin) (kJ/mol) = 603.18
- E_LUMO (alpha / beta) (eV) = -0.604 / -0.718
- E (Eh) = -346.130572

Cartesian coordinates (Å):
C: -0.69002 2.64755 0.48953
C: 0.37378 2.35930 -0.14796
C: -0.79582 -1.19447 1.42973
C: 0.37464 -1.60921 0.89636
C: -0.70744 1.18020 0.00246
C: 0.17608 0.40981 -0.74986
C: 1.25271 1.38053 -1.04280
C: -1.37425 -0.88675 0.17944
C: -0.05729 -1.07366 -0.50714
H: -1.17122 -0.96913 2.38740
H: 1.04230 -2.33442 1.32035
H: 1.41563 1.78519 -2.12046
H: 2.17862 1.18041 -0.53431
H: -2.29409 -1.19618 -0.25791
H: 0.27639 -1.67917 -1.34483



The following is a DFT calculation (ωB97M-V with the def2-TZVPD basis set) of C9H6Br4N2O5S as an isolated structure in a non-equilibrium geometry.

Properties
- charge = 0
- relative energy (zero: lowest compared OMol25 entry of this formula, charge and spin) (kJ/mol) = 0.00
- E_LUMO (eV) = -1.033
- E (Eh) = -11526.453840

Cartesian coordinates (Å):
O: -1.18478 -2.34441 0.04683
O: 2.43778 -0.35059 1.88991
O: 0.71626 -1.90923 2.29756
Br: -3.84589 3.28200 0.34211
Br: -0.76106 4.49889 1.14805
Br: -4.34288 0.11737 0.37665
Br: 1.77213 2.50150 1.31075
N: 3.12916 -0.33606 -0.94545
O: -2.69415 -2.15449 1.75038
O: 1.10622 -0.69012 -2.04915
C: -1.78089 -1.66776 0.84340
C: 1.96204 -0.86678 -1.01366
C: -2.34607 2.06818 0.67999
C: -1.04681 2.60268 0.93829
C: -2.54519 0.69511 0.59935
C: 0.05138 1.70096 1.04029
C: -1.47281 -0.23070 0.79943
C: -0.15297 0.29001 1.01036
N: 1.51372 -1.64685 -0.05296
C: 1.57115 0.13599 -3.19522
S: 1.18953 -0.88381 1.37728
H: 3.70531 -0.58717 -0.12459
H: -2.69947 -3.11757 1.64748
H: 0.64196 -2.10424 -0.31434
H: 1.62452 1.19282 -2.88718
H: 2.55605 -0.25375 -3.49018
H: 0.89577 0.05802 -4.02539